16
Properties=species:S:1:pos:R:3 method="wB97M-V/def2-TZVPD" e_above_lowest_kj_mol=210.67 charge=0 gap_ev=8.97 homo_ha=-0.310
C -3.183 -0.747 0.600
C 2.814 -0.742 -0.154
N -2.756 0.142 -0.188
O -0.935 2.259 0.228
O 0.243 -1.454 -0.648
O 3.439 0.184 0.572
O 1.229 1.097 -0.103
S 0.154 2.003 -0.918
S 0.968 -0.648 0.281
H -3.057 -1.775 0.256
H -3.798 -0.496 1.429
H 2.594 -0.553 -1.189
H 3.272 -1.738 0.027
H -2.318 -0.195 -1.022
H -1.683 1.561 0.443
H 3.017 1.102 0.386

=====

57
Properties=species:S:1:pos:R:3 method="wB97M-V/def2-TZVPD" smiles="CCCOc1ccc(NC(=O)C[C@@H]2C(=O)N(CC)C(=S)N2CCNC(C)=O)cc1" e_above_lowest_kj_mol=0.00 charge=0 gap_ev=8.52 homo_ha=-0.292
C -8.715 -0.644 0.052
C -8.078 0.646 -0.448
C -6.649 0.803 0.063
O -5.862 -0.208 -0.531
C -4.548 -0.305 -0.195
C -3.881 0.543 0.684
C -2.539 0.343 0.951
C -1.837 -0.697 0.354
N -0.483 -0.846 0.688
C 0.445 -1.638 0.108
O 0.266 -2.358 -0.854
C 1.806 -1.547 0.796
C 2.942 -1.614 -0.232
C 4.260 -1.856 0.490
O 4.562 -2.783 1.194
N 5.038 -0.759 0.229
C 6.386 -0.586 0.725
C 7.415 -1.098 -0.276
C 4.405 0.118 -0.623
S 5.067 1.517 -1.176
N 3.182 -0.364 -0.914
C 2.322 0.205 -1.918
C 1.341 1.254 -1.360
N 2.005 2.230 -0.535
C 1.944 2.218 0.812
C 2.851 3.227 1.470
O 1.205 1.472 1.435
C -2.502 -1.545 -0.529
C -3.839 -1.346 -0.796
H -9.716 -0.758 -0.357
H -8.784 -0.640 1.138
H -8.114 -1.495 -0.253
H -8.661 1.508 -0.117
H -8.055 0.645 -1.539
H -6.258 1.794 -0.210
H -6.629 0.705 1.158
H -4.392 1.362 1.165
H -2.027 1.007 1.633
H -0.148 -0.173 1.371
H 1.888 -0.638 1.391
H 1.907 -2.413 1.455
H 2.709 -2.416 -0.946
H 6.451 -1.144 1.661
H 6.538 0.480 0.915
H 7.341 -0.545 -1.209
H 8.414 -0.968 0.129
H 7.251 -2.155 -0.475
H 1.754 -0.601 -2.386
H 2.967 0.684 -2.663
H 0.576 0.779 -0.746
H 0.856 1.753 -2.204
H 2.738 2.770 -0.976
H 2.549 4.233 1.190
H 3.877 3.071 1.141
H 2.793 3.123 2.550
H -1.967 -2.351 -1.001
H -4.365 -1.997 -1.476

=====

13
Properties=species:S:1:pos:R:3 method="wB97M-V/def2-TZVPD" e_above_lowest_kj_mol=163.40 charge=0 gap_ev=7.91 homo_ha=-0.314
C 0.133 1.758 0.036
C -1.231 1.399 0.042
C 1.096 0.718 0.064
C 1.091 -1.767 -0.010
N 0.510 -0.460 -0.065
S -1.400 -0.332 -0.131
Br -3.977 -0.466 -0.084
H 0.298 2.739 0.324
H -2.117 1.928 -0.156
H 2.123 1.060 0.285
H 0.304 -2.470 0.428
H 1.028 -2.115 -1.089
H 2.141 -1.993 0.357

=====

120
Properties=species:S:1:pos:R:3 method="wB97M-V/def2-TZVPD" e_above_lowest_kj_mol=952.64 charge=0 gap_ev=6.68 homo_ha=-0.281
C -12.701 -6.451 -9.587
O -11.946 -6.510 -8.614
N -12.686 -7.304 -10.485
N -13.673 -5.553 -9.842
H -13.280 -7.236 -11.298
H -11.936 -7.975 -10.399
H -14.085 -5.581 -10.764
H -13.799 -4.718 -9.287
C -8.463 -5.791 -7.851
O -8.552 -7.002 -8.007
N -7.261 -5.272 -7.834
N -9.481 -5.052 -7.595
H -7.193 -4.273 -7.696
H -6.408 -5.810 -7.895
H -9.519 -4.070 -7.830
H -10.355 -5.550 -7.512
C -13.982 -3.281 -2.721
O -14.645 -2.544 -2.082
N -14.395 -4.210 -3.518
N -12.606 -3.142 -2.848
H -13.797 -4.883 -3.978
H -15.298 -4.104 -3.957
H -12.141 -4.013 -3.060
H -12.110 -2.487 -2.261
C -9.603 -9.957 -6.686
O -9.628 -11.026 -6.185
N -8.732 -9.043 -6.409
N -10.414 -9.574 -7.695
H -8.170 -9.122 -5.574
H -8.748 -8.150 -6.881
H -11.143 -10.130 -8.119
H -10.210 -8.669 -8.096
C -16.874 -6.754 -1.337
O -17.739 -6.306 -1.995
N -15.584 -6.758 -1.633
N -17.091 -7.233 -0.151
H -15.317 -6.170 -2.410
H -15.012 -7.590 -1.616
H -16.317 -7.574 0.400
H -18.006 -7.044 0.234
C -17.203 -8.586 -8.431
O -17.191 -7.657 -9.145
N -18.284 -9.046 -7.973
N -16.178 -9.325 -8.030
H -19.199 -8.649 -8.134
H -18.237 -9.733 -7.234
H -15.254 -9.108 -8.376
H -16.451 -10.071 -7.406
C -9.359 -4.620 -3.365
O -9.392 -3.649 -3.984
N -8.640 -4.964 -2.344
N -10.046 -5.610 -3.742
H -8.834 -5.842 -1.883
H -8.022 -4.243 -1.999
H -9.828 -6.473 -3.265
H -10.731 -5.688 -4.480
C -13.324 -11.228 -8.435
O -13.572 -10.054 -8.489
N -13.571 -12.108 -9.380
N -12.741 -11.790 -7.345
H -13.163 -13.020 -9.237
H -13.236 -11.667 -10.225
H -13.040 -12.726 -7.111
H -12.552 -11.247 -6.515
C -9.725 -8.499 -1.064
O -9.692 -7.504 -1.746
N -10.751 -9.280 -0.908
N -8.726 -8.918 -0.276
H -10.651 -9.956 -0.164
H -11.661 -8.869 -1.058
H -7.934 -8.292 -0.288
H -8.728 -9.903 -0.051
C -12.080 -5.447 -0.176
O -12.691 -5.273 0.836
N -12.421 -6.346 -1.044
N -11.082 -4.833 -0.538
H -13.339 -6.701 -0.818
H -11.861 -6.398 -1.883
H -10.807 -4.042 0.026
H -10.591 -4.990 -1.406
C -14.394 -10.037 -1.310
O -13.878 -8.928 -1.488
N -14.350 -10.523 -0.106
N -14.945 -10.767 -2.124
H -14.066 -10.002 0.711
H -14.805 -11.422 -0.029
H -14.712 -10.542 -3.081
H -14.890 -11.774 -2.063
C -16.929 -12.122 -5.552
O -17.542 -11.343 -6.369
N -15.662 -11.999 -5.298
N -17.444 -13.207 -4.913
H -14.949 -11.319 -5.522
H -15.244 -12.746 -4.763
H -18.444 -13.308 -4.809
H -16.879 -13.862 -4.391
C -12.824 -7.737 -5.171
O -12.873 -6.536 -4.910
N -12.865 -8.740 -4.304
N -12.720 -8.100 -6.394
H -13.167 -8.504 -3.369
H -12.653 -9.710 -4.493
H -12.618 -7.422 -7.135
H -12.929 -9.018 -6.760
C -16.320 -5.161 -6.316
O -16.391 -4.773 -5.204
N -16.991 -4.740 -7.332
N -15.692 -6.177 -6.699
H -17.704 -4.032 -7.235
H -16.801 -5.142 -8.239
H -15.109 -6.573 -5.975
H -15.676 -6.652 -7.590
C -12.384 -12.204 -3.757
O -12.968 -11.603 -4.627
N -12.213 -13.496 -3.839
N -11.555 -11.690 -2.816
H -12.421 -13.951 -4.717
H -11.582 -13.878 -3.149
H -11.060 -12.272 -2.156
H -11.483 -10.693 -2.668

=====

75
Properties=species:S:1:pos:R:3 method="wB97M-V/def2-TZVPD" e_above_lowest_kj_mol=0.00 charge=+1 multiplicity=2 gap_ev="7.27 / 7.03" homo_ha="-0.386 / -0.378"
Os -0.023 -0.075 0.217
O 2.057 -0.050 -0.284
C 2.765 -1.346 -0.107
C 1.712 -2.388 0.364
O 1.897 -3.574 0.287
O 0.682 -1.832 0.950
C 3.715 -1.180 1.066
C 3.520 -0.187 2.020
C 4.369 -0.094 3.114
C 5.409 -0.998 3.268
C 5.589 -2.005 2.330
C 4.745 -2.099 1.235
C 3.424 -1.663 -1.427
C 2.783 -2.463 -2.369
C 3.342 -2.638 -3.627
C 4.534 -2.011 -3.955
C 5.172 -1.203 -3.023
C 4.618 -1.028 -1.766
H 2.033 0.135 -1.236
H 2.704 0.516 1.923
H 4.216 0.688 3.847
H 6.076 -0.920 4.117
H 6.390 -2.722 2.451
H 4.879 -2.896 0.516
H 1.860 -2.969 -2.121
H 2.845 -3.270 -4.351
H 4.967 -2.149 -4.937
H 6.102 -0.712 -3.275
H 5.119 -0.403 -1.037
C -1.166 2.077 3.285
C -1.104 0.583 3.026
C -1.238 -0.235 4.291
O 0.194 0.304 2.411
C -2.209 0.216 2.011
O -3.298 -0.173 2.347
O -1.888 0.453 0.747
H -0.431 2.353 4.041
H -2.159 2.357 3.636
H -0.956 2.628 2.369
H -0.487 0.068 5.022
H -1.126 -1.301 4.081
H -2.229 -0.087 4.715
H 0.561 -0.507 2.792
O -0.078 1.690 -0.862
N -0.091 2.813 -0.100
C -1.221 3.527 -0.076
C -1.268 4.700 0.649
C -0.138 5.115 1.339
C 1.013 4.340 1.297
C 1.015 3.174 0.563
H -2.034 3.106 -0.647
H -2.183 5.273 0.662
H -0.154 6.035 1.906
H 1.911 4.631 1.821
H 1.854 2.499 0.469
C -3.653 0.165 -1.985
N -3.505 -1.218 -1.534
C -4.690 -2.045 -1.744
C -2.332 -1.725 -1.152
S -0.871 -0.980 -1.768
N -2.319 -2.798 -0.364
C -1.240 -3.783 -0.352
C -3.384 -3.053 0.606
H -4.667 0.480 -1.738
H -3.502 0.241 -3.063
H -2.944 0.794 -1.461
H -5.101 -1.792 -2.721
H -5.453 -1.863 -0.986
H -4.420 -3.097 -1.749
H -0.476 -3.512 -1.070
H -1.663 -4.756 -0.613
H -0.788 -3.838 0.635
H -3.921 -2.131 0.816
H -2.908 -3.395 1.524
H -4.074 -3.830 0.272

=====

92
Properties=species:S:1:pos:R:3 method="wB97M-V/def2-TZVPD" e_above_lowest_kj_mol=162.51 charge=+3 gap_ev=4.96 homo_ha=-0.553
Zr 0.215 0.468 -0.187
C 3.880 0.082 -2.879
C 2.577 0.094 -2.067
Ge 2.800 1.353 -0.473
C 3.408 0.284 1.115
C 4.935 0.288 1.247
C 3.492 3.146 -0.755
C 2.578 4.092 -0.471
Ge 0.866 3.147 -0.048
C -0.323 3.304 1.589
C -0.862 4.727 1.752
C -0.450 2.901 -1.617
C -0.486 4.133 -2.530
C 2.702 5.536 -0.460
C 3.957 6.157 -0.468
C 4.045 7.536 -0.470
C 2.894 8.317 -0.475
C 1.643 7.713 -0.464
C 1.553 6.335 -0.443
H 3.775 -0.601 -3.721
H 4.719 -0.259 -2.273
H 4.117 1.070 -3.273
H 2.356 -0.907 -1.699
H 1.755 0.427 -2.718
H 3.025 -0.731 0.991
H 2.959 0.725 2.007
H 5.421 -0.116 0.358
H 5.231 -0.327 2.096
H 5.308 1.297 1.415
H 4.502 3.370 -1.080
H 0.266 3.013 2.460
H -1.149 2.597 1.471
H -0.047 5.446 1.831
H -1.456 4.791 2.663
H -1.500 5.017 0.915
H -1.450 2.725 -1.221
H -0.140 2.025 -2.230
H -0.930 4.979 -2.006
H -1.094 3.934 -3.412
H 0.511 4.422 -2.862
H 4.859 5.559 -0.462
H 5.016 8.012 -0.464
H 2.974 9.395 -0.478
H 0.751 8.324 -0.467
H 0.581 5.846 -0.426
C -4.275 1.099 -0.039
As -2.498 0.311 -0.220
C -2.592 -0.433 -2.035
C -2.611 -1.275 0.910
C -3.574 -2.237 0.625
C -3.683 -3.383 1.397
C -2.847 -3.551 2.491
C -1.889 -2.591 2.783
C -1.744 -1.456 1.994
As -0.318 -0.175 2.446
C -1.057 0.607 4.085
C 1.054 -1.335 3.211
H -5.000 0.342 -0.330
H -4.378 1.968 -0.687
H -4.447 1.395 0.993
H -3.507 -1.011 -2.160
H -1.740 -1.091 -2.212
H -2.599 0.367 -2.775
H -4.252 -2.099 -0.209
H -4.413 -4.140 1.145
H -2.941 -4.426 3.120
H -1.245 -2.742 3.640
H -1.414 -0.215 4.701
H -1.882 1.280 3.861
H -0.278 1.153 4.615
H 0.655 -1.877 4.065
H 1.889 -0.733 3.566
H 1.403 -2.037 2.457
C -4.111 -9.317 -1.287
C -3.240 -8.138 -1.035
O -3.510 -7.117 -0.473
S -1.564 -8.394 -1.751
C -0.914 -6.784 -1.400
C -0.775 -5.861 -2.435
C -0.359 -4.575 -2.154
C -0.079 -4.205 -0.830
C -0.170 -5.154 0.197
C -0.584 -6.436 -0.092
C 0.199 -2.853 -0.544
C 0.382 -1.654 -0.340
H -4.934 -9.342 -0.575
H -3.543 -10.245 -1.246
H -4.534 -9.231 -2.291
H -1.008 -6.148 -3.451
H -0.269 -3.849 -2.952
H 0.079 -4.882 1.215
H -0.667 -7.173 0.695

=====

12
Properties=species:S:1:pos:R:3 method="wB97M-V/def2-TZVPD" e_above_lowest_kj_mol=619.03 charge=0 gap_ev=4.53 homo_ha=-0.329
C -0.529 -0.372 -0.273
C -1.608 0.616 -0.428
O -2.817 0.606 -0.153
C 0.387 -0.131 0.836
S 0.920 -1.849 1.073
S 2.449 0.821 -1.103
H -0.027 -0.605 -1.209
H -1.063 -1.363 -0.019
H -1.149 1.663 -0.459
H -0.013 0.243 1.790
H 0.912 0.714 0.359
H 2.538 -0.344 -0.414

=====

48
Properties=species:S:1:pos:R:3 method="wB97M-V/def2-TZVPD" smiles="O=C(O)CSc1c2c(nc3cc(C(=O)Nc4ccc(F)c(Cl)c4)ccc13)CCCC2" charge=0 gap_ev=8.34 homo_ha=-0.317
O -4.276 -1.319 -2.202
C -3.260 -1.896 -1.931
O -2.090 -1.634 -2.521
C -3.109 -2.977 -0.894
S -3.287 -2.241 0.781
C -2.594 -0.623 0.420
C -3.419 0.457 0.250
C -2.826 1.681 -0.170
N -1.554 1.833 -0.395
C -0.726 0.788 -0.197
C 0.648 0.961 -0.437
C 1.537 -0.064 -0.218
C 2.982 0.185 -0.500
O 3.352 0.895 -1.408
N 3.820 -0.453 0.378
C 5.212 -0.450 0.415
C 5.841 -1.129 1.461
C 7.218 -1.166 1.542
C 7.977 -0.525 0.580
F 9.319 -0.569 0.670
C 7.366 0.155 -0.467
Cl 8.321 0.950 -1.660
C 5.984 0.192 -0.549
C 1.066 -1.316 0.229
C -0.268 -1.520 0.442
C -1.197 -0.484 0.237
C -3.761 2.828 -0.361
C -4.638 2.971 0.888
C -5.356 1.659 1.256
C -4.899 0.462 0.411
H -2.177 -0.924 -3.178
H -2.134 -3.454 -0.984
H -3.915 -3.704 -0.975
H 0.996 1.920 -0.788
H 3.381 -0.956 1.137
H 5.248 -1.629 2.213
H 7.717 -1.686 2.344
H 5.506 0.721 -1.357
H 1.756 -2.136 0.369
H -0.625 -2.478 0.790
H -4.392 2.632 -1.232
H -3.192 3.739 -0.545
H -3.997 3.283 1.714
H -5.366 3.766 0.721
H -6.434 1.770 1.135
H -5.170 1.429 2.307
H -5.240 -0.468 0.867
H -5.344 0.523 -0.587

=====

Looking at max |F| for the records above, in order, we have 3.36, 0.79, 4.68, 10.28, 0.77, 1.61, 6.52, 0.89 eV Å⁻¹.